DFT (wB97M-V/def2-TZVPD) results for a 2-piece molecular cluster, C5H7NO overall at a distorted geometry.

Last column: Mulliken charge in e.
Geometry (Å):
H  1.12  0.58  1.58  0.019
C  -1.18  -0.54  0.24  -0.677
H  -0.72  -0.96  -2.01  0.379
C  -0.83  0.93  0.25  -0.609
H  -1.16  1.73  0.91  0.458
H  0.48  0.82  1.85  0.048
C  -0.35  -0.57  -1.07  0.424
O  0.93  -1.55  -0.82  -0.506
H  -2.26  -0.74  0.21  0.277
H  0.45  1.63  -1.44  0.361
H  -0.71  -1.20  0.97  0.267
N  2.51  -0.14  0.39  -0.570
C  1.82  -0.90  -0.18  0.620
C  -0.10  0.89  -0.87  -0.488

## Properties
Net charge   0
Gap between HOMO and LUMO   10.7 eV
Electronic energy   -8831.6393 eV
E_LUMO   0.0209 Ha



DFT (wB97M-V/def2-TZVPD) results for C26H31BaBrFN6O as an isolated structure.

Last column: Mulliken charge in e.
Geometry (Å):
C  -0.54  1.64  4.00  -0.877
H  0.40  -2.67  -5.39  0.469
H  -0.71  -0.73  6.51  0.417
C  1.79  2.17  -1.05  -0.026
C  -0.55  0.41  4.66  0.769
H  4.59  2.11  -0.99  0.438
C  -0.73  2.75  4.84  -0.355
C  4.88  0.16  -0.14  -0.723
H  -1.03  3.51  6.85  0.401
H  -1.37  0.63  -1.10  0.190
H  0.01  -3.71  2.08  0.460
H  1.98  -4.37  0.60  0.389
N  0.86  -2.01  1.14  0.294
H  -0.74  3.75  4.42  0.315
C  -1.26  -1.33  -5.71  0.909
C  -3.11  0.59  0.07  -0.753
H  -0.05  -3.70  0.31  0.567
H  -2.98  0.87  1.14  0.222
C  -0.14  -3.07  1.20  -1.109
N  -1.10  -0.88  -2.96  -0.009
H  3.45  -3.72  1.32  0.409
N  2.14  0.05  0.00  0.185
C  2.86  -1.00  0.39  0.830
C  -0.46  2.99  -1.20  -1.156
C  -3.04  -0.93  -0.05  -0.768
H  -1.98  -1.10  -7.46  0.310
H  5.96  0.21  -0.18  0.444
C  -0.30  -1.98  -4.94  -0.462
H  -2.26  -3.29  1.11  0.433
C  -1.54  -2.47  1.24  -0.686
Br  1.02  -2.58  -2.52  -0.150
H  -0.41  -0.53  4.09  0.044
C  2.69  -3.55  0.54  -1.672
F  -1.04  1.26  8.12  -0.319
H  -4.11  0.94  -0.19  0.398
O  -1.28  -1.59  -7.02  -0.527
H  -2.57  3.27  -0.96  0.440
C  -2.14  -0.45  -5.08  -0.680
H  -0.26  4.05  -1.02  0.577
H  -1.74  -2.04  2.23  0.438
C  -0.71  0.24  6.03  -1.070
C  2.34  3.12  -2.08  -1.729
Ba  -0.21  0.60  1.58  1.750
N  0.59  2.15  -0.64  0.335
C  -0.89  2.64  6.22  -0.735
C  -0.29  -1.70  -3.59  -0.052
H  1.56  3.67  -2.59  0.405
H  -3.35  -1.23  -1.05  0.289
C  2.73  1.13  -0.50  0.786
C  4.25  -0.98  0.33  -0.762
C  4.11  1.23  -0.59  -0.750
H  -0.53  2.84  -2.28  0.500
H  2.94  2.59  -2.82  0.437
C  -0.88  1.38  6.79  0.527
H  4.84  -1.84  0.65  0.443
N  -2.12  1.22  -0.78  0.136
N  -1.69  -1.42  0.23  0.062
H  -2.90  0.08  -5.64  0.321
H  -2.68  0.42  -3.19  0.352
H  3.21  -3.59  -0.42  0.401
C  -2.02  -0.26  -3.72  -0.542
H  -3.75  -1.37  0.66  0.545
H  -1.74  2.86  0.52  0.247
H  -1.24  -1.70  -0.64  -0.309
C  2.05  -2.21  0.76  -0.127
H  3.00  3.85  -1.59  0.370
C  -1.79  2.62  -0.55  -0.906

## Properties
Net charge   +1
Gap between HOMO and LUMO   6.4 eV
Electronic energy   -111902.1058 eV
E_LUMO   -0.1103 Ha



DFT (wB97M-V/def2-TZVPD) results for C26H41BrClN5OP3 as an isolated structure.

Last column: Mulliken charge in e.
Geometry (Å):
N  -2.17  0.35  6.27  0.010
C  -1.09  -0.01  4.37  -0.053
H  0.35  2.73  2.16  0.420
H  9.01  -3.94  1.42  0.368
H  6.55  -3.97  1.86  0.246
P  -0.66  2.77  0.03  0.184
H  -0.87  -0.13  3.32  0.592
H  -6.31  0.10  0.69  0.440
H  -5.68  1.49  -0.16  0.170
C  -0.87  -4.21  -5.38  -0.484
N  6.94  -3.91  0.94  0.003
C  -0.18  -0.17  5.45  -0.716
H  -1.51  -5.95  -4.23  0.392
C  0.62  2.18  -4.56  -0.424
C  -1.60  3.41  2.70  -1.215
P  -2.83  2.38  -0.13  -0.171
H  -4.05  -0.86  0.93  0.325
H  -2.72  -4.09  -2.66  0.392
C  6.21  -3.84  -0.22  -0.302
Br  -2.21  0.14  -1.93  0.123
H  -2.15  -1.69  -3.77  0.331
H  -0.28  -4.58  -6.21  0.383
H  -5.58  3.23  -1.39  0.401
H  -2.00  2.40  2.78  0.202
C  -4.26  -0.15  0.13  -0.277
H  -1.25  3.67  3.70  0.394
P  -3.51  3.32  -2.06  0.345
H  -0.57  0.05  7.64  0.403
C  -2.31  0.31  4.91  -0.732
H  2.14  3.08  -5.83  0.429
H  4.88  -2.39  2.06  0.605
H  -0.79  4.11  -2.03  0.029
C  -0.40  3.40  1.75  -0.435
C  -1.86  -2.68  -4.09  -0.480
H  -3.54  2.90  0.96  0.293
H  -2.37  4.12  2.40  0.359
C  0.23  4.19  -5.48  -0.501
C  1.76  -2.46  3.08  -0.553
N  2.48  -2.52  4.24  0.025
C  3.95  -2.43  2.60  -0.334
H  -5.24  1.20  1.54  0.315
H  -2.16  0.21  0.53  0.375
C  -0.32  4.21  -1.05  -0.754
Cl  -3.61  5.20  -1.28  -0.180
C  2.65  -2.40  2.04  -0.563
H  0.68  -2.47  3.10  0.478
H  0.34  5.10  -6.05  0.446
H  4.55  -2.54  4.74  0.394
H  -3.26  0.51  4.44  0.438
H  -4.54  -0.76  -0.73  0.366
C  3.82  -2.50  3.96  -0.783
N  -0.62  2.62  -4.18  0.269
C  -1.50  -4.88  -4.37  -0.497
C  1.17  3.13  -5.37  -0.627
C  -0.87  3.84  -4.74  -0.480
H  1.01  1.23  -4.22  0.435
C  -2.13  -3.91  -3.55  -0.352
H  -0.58  5.16  -0.59  0.418
O  -5.07  2.93  -2.14  -0.470
H  6.83  -3.71  -2.31  0.399
H  5.13  -3.84  -0.20  0.372
H  0.86  -0.42  5.38  0.564
C  -2.92  0.56  -0.18  -0.260
C  8.40  -3.80  -0.72  -0.368
H  2.09  -2.58  5.17  0.254
H  -1.25  2.12  -3.58  0.082
H  -1.80  4.35  -4.57  0.367
H  -2.91  0.56  6.92  0.195
H  9.34  -3.77  -1.26  0.390
H  2.39  -2.35  1.00  0.459
C  7.09  -3.77  -1.27  -0.540
H  0.05  4.39  1.70  0.473
H  -0.75  -2.15  -5.81  0.192
N  -1.09  -2.88  -5.21  0.003
C  8.27  -3.89  0.64  -0.538
H  0.76  4.16  -1.22  0.404
C  -0.88  0.06  6.61  -0.711
C  -5.42  0.72  0.57  -1.153

## Properties
Net charge   +1
Gap between HOMO and LUMO   6.0 eV
Electronic energy   -147549.5229 eV
E_LUMO   -0.1238 Ha



DFT (wB97M-V/def2-TZVPD) results for C5H11NO2 as an isolated structure at a distorted geometry.

Last column: Mulliken charge in e.
Geometry (Å):
H  -1.97  -0.30  1.49  0.457
H  0.09  -1.18  1.12  0.189
H  -1.85  0.22  -1.30  0.339
O  0.84  0.11  2.82  -0.583
C  0.83  0.97  -0.01  -0.565
C  -0.23  -0.78  -1.77  -0.447
C  0.00  -0.64  2.26  -0.280
N  -0.55  1.00  0.51  -0.324
O  -1.43  -0.13  -2.09  -0.530
H  0.85  1.00  -2.10  0.328
H  -0.45  -1.38  2.94  0.420
H  0.19  -1.15  -2.70  0.354
H  -0.73  1.73  1.19  0.309
C  0.89  0.21  -1.36  -0.673
H  -0.27  -1.67  -1.14  0.267
H  1.87  -0.17  -1.58  0.453
H  1.25  2.00  -0.04  0.463
C  -0.92  -0.21  1.22  -0.394
H  1.59  0.39  0.55  0.216

## Properties
Net charge   0
Gap between HOMO and LUMO   8.5 eV
Electronic energy   -10943.5893 eV
E_LUMO   -0.0145 Ha



DFT (wB97M-V/def2-TZVPD) results for C9H19NO3P as an isolated structure at a distorted geometry.

Last column: Mulliken charge in e.
Geometry (Å):
H  -0.12  1.53  -3.52  0.309
H  -2.22  -0.90  0.95  0.545
N  0.79  -2.26  0.65  -0.091
H  2.32  1.43  -3.14  0.257
H  0.44  -4.07  1.55  0.299
C  -1.12  -2.53  1.89  -0.327
H  1.48  -1.51  0.91  0.453
C  1.69  2.20  -2.65  -1.093
C  -0.78  -2.26  -1.78  -0.672
C  -0.44  1.72  1.71  -0.305
H  -0.57  -1.39  -2.48  0.270
O  0.21  0.43  -1.83  -0.197
H  -0.50  2.26  -1.96  0.322
H  0.20  3.83  1.41  0.283
H  -0.95  3.50  2.88  0.399
H  1.32  -2.80  -0.08  0.397
H  -1.64  3.39  1.37  0.304
H  -1.32  1.39  2.22  0.276
H  0.02  -3.04  -1.87  0.310
O  -0.57  1.41  0.35  -0.227
H  2.00  2.48  -1.64  0.314
H  0.45  1.31  2.20  0.470
C  0.30  1.65  -2.48  -0.313
C  -0.34  -1.51  0.05  0.241
H  -1.77  -2.72  2.81  0.371
O  1.69  0.18  0.33  -0.812
C  -1.48  -1.66  0.92  -0.949
P  0.39  0.27  -0.27  0.867
H  0.97  -2.93  2.71  0.365
H  1.64  3.04  -3.23  0.468
C  0.30  -3.00  1.85  -0.643
H  -1.75  -2.65  -1.70  0.337
C  -0.65  3.23  1.87  -1.228

## Properties
Net charge   +1
Gap between HOMO and LUMO   9.9 eV
Electronic energy   -26555.1986 eV
E_LUMO   -0.1080 Ha



DFT (wB97M-V/def2-TZVPD) results for a 2-piece molecular cluster, C7H6Cl3ISi overall at a distorted geometry.

Last column: Mulliken charge in e.
Geometry (Å):
H  -0.86  -1.68  -2.07  0.246
C  -0.90  0.42  -1.16  -0.612
Cl  0.48  2.76  4.69  -0.197
C  0.95  1.23  2.09  -0.880
C  0.46  -1.49  -0.55  -0.481
H  -0.89  2.03  0.13  0.323
C  -0.55  -0.89  -1.32  -0.269
I  3.11  1.49  2.20  0.191
Cl  -1.86  0.73  3.46  -0.233
Si  0.15  1.03  3.82  0.781
C  0.84  -0.84  0.59  -0.133
H  -1.66  1.01  -1.68  0.324
Cl  0.91  -0.45  4.86  -0.195
H  1.63  -1.33  1.36  0.147
H  0.33  2.79  1.90  0.225
H  0.68  -2.51  -0.87  0.330
C  -0.46  1.10  0.00  -0.477
C  0.45  0.52  0.84  0.912

## Properties
Net charge   0
Spin multiplicity   3
Gap between HOMO and LUMO (spin up / spin down)   5.8 / 5.5 eV
<S²>   2.02
Electronic energy   -60899.8773 eV
E_LUMO (spin up / spin down)   0.0028 / -0.1353 Ha